16
Properties=species:S:1:pos:R:3 method="wB97M-V/def2-TZVPD" energy_ha=-271.6083 homo_lumo_gap_ev=8.6 fmax_ev_per_a=0.5 de_lowest_kcal_mol=90.6 homo_energy_ev=-7.934 lumo_energy_ev=0.67
O 0.709 1.220 -0.709
C -1.967 -1.045 -0.440
C 1.771 0.851 0.179
C -0.502 0.926 -0.224
C -1.089 -0.055 -1.204
C 1.290 0.198 1.470
H -1.652 0.492 -1.967
H 0.455 -0.491 1.294
H -1.370 -1.642 0.263
H -2.458 -1.740 -1.125
H -0.259 -0.572 -1.714
H 0.930 0.931 2.192
H 2.430 1.700 0.368
H -2.719 -0.512 0.147
H 2.315 0.116 -0.425
H 2.115 -0.377 1.895



14
Properties=species:S:1:pos:R:3 method="wB97M-V/def2-TZVPD" energy_ha=-365.8098 homo_lumo_gap_ev=9.0 fmax_ev_per_a=4.0 de_lowest_kcal_mol=105.9 homo_energy_ev=-8.335 lumo_energy_ev=0.65
F 2.768 -1.599 -0.681
N 0.563 1.849 0.552
N 0.132 2.805 -0.114
C -0.636 -0.469 0.477
C 1.899 -0.949 0.126
C -1.810 -0.582 -0.063
C 0.570 -1.042 -0.113
H 2.567 -0.313 0.747
H -2.088 -1.023 -0.952
H -0.484 0.171 1.418
H 0.273 -1.910 -0.871
H -2.530 0.036 0.440
H -0.014 3.726 0.286
H -0.126 2.598 -1.123



58
Properties=species:S:1:pos:R:3 method="wB97M-V/def2-TZVPD" energy_ha=-2888.9001 spin_multiplicity=5 homo_lumo_gap_ev="5.5 / 5.2" fmax_ev_per_a=0.8 de_lowest_kcal_mol=14.3 homo_energy_ev="-0.705 / -0.478" charge=-2 lumo_energy_ev="4.76 / 4.76"
Cr -0.229 -0.249 0.200
Si -2.732 -0.556 -0.153
Si -0.407 -2.768 -0.100
O -0.136 0.009 2.386
O 1.630 0.048 -0.860
O 3.700 -0.926 -1.936
N -0.168 2.020 -0.593
N 0.929 2.169 -1.461
C 0.134 2.099 0.658
C -1.664 3.257 1.967
C -2.475 3.341 3.096
C 0.466 -3.832 1.251
C -3.902 -5.140 0.058
C 1.734 1.160 -1.525
C -2.432 2.300 4.022
C -4.911 -4.183 0.063
C 5.085 1.548 -4.183
C 3.101 2.452 -3.192
C -0.851 2.157 1.761
C 4.911 0.381 -3.462
C -1.633 1.189 3.830
C -3.983 0.319 1.017
C 0.263 -3.560 -1.726
C 2.900 1.287 -2.454
C 4.176 2.593 -4.053
C -3.399 -0.064 -1.892
C -4.578 -2.838 0.011
C -3.249 -2.409 -0.042
C -0.832 1.058 2.670
C 3.824 0.233 -2.599
C -2.578 -4.731 0.006
C -2.227 -3.377 -0.040
H -5.953 -4.489 0.109
H -3.122 4.196 3.252
H -1.794 -5.485 0.007
H 5.934 1.644 -4.852
H -4.150 -6.197 0.099
H -1.636 0.365 4.535
H 0.270 -4.905 1.135
H -3.806 1.397 1.034
H -5.024 0.149 0.713
H -5.376 -2.099 0.016
H -0.245 -3.141 -2.598
H 0.138 -3.527 2.247
H -2.864 -0.606 -2.677
H 1.548 -3.681 1.197
H 0.117 -4.648 -1.741
H 4.305 3.508 -4.619
H 2.861 -0.810 -1.386
H -1.656 4.055 1.231
H 1.191 2.163 0.936
H -4.470 -0.278 -1.997
H 5.604 -0.447 -3.548
H 1.331 -3.358 -1.838
H -3.239 1.004 -2.062
H -3.865 -0.040 2.043
H -3.060 2.351 4.908
H 2.373 3.243 -3.067



28
Properties=species:S:1:pos:R:3 method="wB97M-V/def2-TZVPD" energy_ha=-855.9959 homo_lumo_gap_ev=8.7 fmax_ev_per_a=3.5 smiles="CCC(C)=[PH](F)F.C=C(C)C" de_lowest_kcal_mol=4.8 homo_energy_ev=-8.070 lumo_energy_ev=0.61
P -2.426 -0.846 0.321
F -2.416 -2.142 -0.627
F -3.937 -0.707 0.713
C 3.038 -2.043 -0.540
C 2.392 -1.076 0.484
C 2.625 0.378 0.354
C -2.436 1.868 -0.314
C -1.436 2.560 0.622
C -2.140 0.401 -0.843
C -0.925 0.184 -1.664
C 1.538 -1.511 1.407
H 3.465 0.862 0.968
H 2.858 0.619 -0.680
H -1.878 3.449 0.856
H 2.273 -2.777 -0.964
H -0.792 -0.849 -1.724
H 3.701 -2.510 0.101
H -0.065 0.600 -1.202
H 1.066 -0.985 2.244
H -2.369 -1.738 1.598
H 3.671 -1.387 -1.234
H 1.474 -2.610 1.547
H -3.424 1.756 0.002
H -1.338 2.003 1.607
H -1.276 0.509 -2.647
H 1.677 0.861 0.807
H -0.427 2.750 0.064
H -2.491 2.383 -1.256



21
Properties=species:S:1:pos:R:3 method="wB97M-V/def2-TZVPD" energy_ha=-345.2081 spin_multiplicity=2 homo_lumo_gap_ev="10.2 / 4.5" fmax_ev_per_a=2.4 de_lowest_kcal_mol=22.5 homo_energy_ev="-13.528 / -13.062" charge=+1 lumo_energy_ev="-3.37 / -8.54"
O 3.865 1.458 -0.671
N -1.697 1.566 -0.703
N 0.719 -0.782 -0.765
C -0.600 -1.006 -0.156
C -0.610 -2.472 0.318
C -1.001 -0.102 1.045
C -1.023 1.351 0.608
H 0.064 -2.784 1.119
H 1.320 -0.439 -0.027
H 0.722 -0.180 -1.578
H 4.408 2.003 -1.258
H -1.415 -0.911 -0.874
H -0.354 -3.128 -0.517
H -1.481 2.017 1.356
H -1.952 -0.538 1.375
H -0.326 -0.098 1.904
H -0.006 1.771 0.490
H 4.360 1.546 0.153
H -1.808 2.554 -0.928
H -1.568 0.962 -1.512
H -1.616 -2.790 0.620



36
Properties=species:S:1:pos:R:3 method="wB97M-V/def2-TZVPD" energy_ha=-989.2162 homo_lumo_gap_ev=9.0 fmax_ev_per_a=0.6 smiles="CCN(CC)CCNC(=O)c1ccccc1I" de_lowest_kcal_mol=0.0 homo_energy_ev=-8.527 lumo_energy_ev=0.52
I 2.548 -0.843 -0.094
O -0.903 -0.356 1.919
N -0.852 -0.983 -0.260
N -3.645 -0.521 -0.300
C 1.538 1.018 0.006
C -0.432 2.304 0.423
C 0.257 3.462 0.112
C -3.481 0.985 -2.246
C -0.580 -0.153 0.768
C 2.241 2.172 -0.291
C 0.201 1.067 0.368
C -1.767 -2.089 -0.122
C -4.135 0.563 1.853
C -4.400 0.226 -1.291
C 1.595 3.395 -0.239
C -4.349 -0.659 0.968
C -3.107 -1.770 -0.802
H -5.016 0.954 -0.761
H -5.427 -0.829 0.805
H -1.471 2.339 0.717
H -3.952 -1.529 1.491
H 2.144 4.295 -0.470
H -2.906 0.306 -2.871
H -1.901 -2.242 0.950
H -3.081 0.646 2.105
H -4.072 1.624 -2.896
H -5.078 -0.428 -1.866
H -3.796 -2.619 -0.656
H -2.790 1.602 -1.678
H -4.452 1.475 1.353
H -1.330 -2.990 -0.564
H -2.932 -1.667 -1.876
H 3.285 2.119 -0.558
H -0.656 -0.671 -1.200
H -4.704 0.458 2.774
H -0.246 4.416 0.151



23
Properties=species:S:1:pos:R:3 method="wB97M-V/def2-TZVPD" energy_ha=-949.7358 spin_multiplicity=5 homo_lumo_gap_ev="7.3 / 7.0" fmax_ev_per_a=9.1 de_lowest_kcal_mol=0.0 homo_energy_ev="-18.618 / -23.172" charge=+3 lumo_energy_ev="-11.36 / -16.15"
Pt -0.738 -2.282 -0.535
O 1.135 -3.787 -2.465
O -3.261 -4.266 -0.798
O -0.007 0.781 0.087
O 1.641 -1.955 1.530
O 0.125 0.161 -2.450
O -2.782 -0.737 1.316
N 0.892 2.682 0.976
N 1.977 1.697 -0.781
C -2.358 -3.612 -0.767
C 0.728 -2.106 0.838
C 0.392 -3.400 -1.657
C -2.029 -1.343 0.664
C 0.938 1.654 0.103
C -0.219 2.904 1.888
C -0.095 -0.338 -1.450
H 2.807 2.199 -0.449
H 2.035 1.093 -1.597
H 1.737 3.238 1.105
H -1.121 3.028 1.313
H -1.464 -1.536 -1.929
H -0.002 3.800 2.436
H -0.328 2.124 2.622



17
Properties=species:S:1:pos:R:3 method="wB97M-V/def2-TZVPD" energy_ha=-288.6320 spin_multiplicity=2 homo_lumo_gap_ev="11.7 / 6.6" fmax_ev_per_a=5.4 de_lowest_kcal_mol=52.2 homo_energy_ev="-14.624 / -14.610" charge=+1 lumo_energy_ev="-2.89 / -8.05"
O 1.956 -1.904 0.105
N -0.549 0.527 -0.344
C 1.615 -0.774 -0.707
C -1.467 -0.614 -0.282
C 0.832 0.267 0.155
C -1.199 1.637 0.418
H -1.224 -1.411 0.433
H -1.514 -0.967 -1.337
H 1.331 1.244 0.221
H -2.515 -0.383 -0.083
H 0.747 -0.042 1.184
H -0.623 2.558 0.477
H 0.993 -1.221 -1.465
H 2.505 -1.680 0.876
H 2.590 -0.353 -0.919
H -2.099 1.789 -0.191
H -1.379 1.327 1.459